34
Properties=species:S:1:pos:R:3 method="wB97M-V/def2-TZVPD" total_charge=+3 lumo_ev=-13.43 orbital_gap_ev=8.506 molar_mass_g_mol=282.780 largest_force_ev_per_a=1.24
Pd 0.09 0.49 -0.33
N 1.99 -0.21 -0.92
C 1.67 -0.75 -2.29
C 0.48 -1.69 -2.16
N -0.67 -0.98 -1.47
C -1.85 -0.43 -2.26
C -1.71 1.07 -2.45
N -1.51 1.68 -1.08
H 2.49 -0.90 -0.37
H 2.62 0.58 -1.01
H 1.49 0.09 -2.95
H 2.51 -1.31 -2.70
H 0.13 -2.12 -3.09
H 0.76 -2.51 -1.49
H -1.08 -1.69 -0.87
H -1.95 -1.00 -3.18
H -2.73 -0.63 -1.65
H -0.86 1.35 -3.07
H -2.61 1.45 -2.92
H -1.19 2.65 -1.19
H -2.40 1.73 -0.58
C 2.09 0.02 3.26
Si 0.36 0.21 2.79
C -0.78 -1.21 2.84
C -0.31 1.88 2.46
H 2.13 0.12 4.36
H 2.74 0.81 2.89
H 2.50 -0.97 3.06
H -1.06 -1.32 3.90
H -0.28 -2.15 2.60
H -1.73 -1.07 2.32
H -0.46 2.26 3.50
H -1.30 1.95 2.01
H 0.41 2.60 2.05

72
Properties=species:S:1:pos:R:3 method="wB97M-V/def2-TZVPD" total_charge=0 lumo_ev=-1.60 orbital_gap_ev=3.735 molar_mass_g_mol=520.680 largest_force_ev_per_a=2.28
C -4.70 0.25 1.85
C -4.10 -0.97 2.17
C -2.71 -1.07 2.25
C -1.89 0.06 2.01
C -0.42 0.03 2.14
N 0.19 1.19 2.33
C 1.44 1.57 2.19
C 1.82 2.93 2.11
N 2.28 4.01 1.98
C 0.30 -1.25 2.00
C -0.18 -2.26 1.11
C 0.52 -3.46 0.96
C 1.74 -3.65 1.61
C 2.25 -2.65 2.45
C 1.52 -1.47 2.66
C -2.51 1.27 1.64
C -3.90 1.36 1.56
H -5.79 0.34 1.81
H -4.71 -1.85 2.35
H -2.25 -2.03 2.50
H 2.21 0.87 1.85
H -1.10 -2.08 0.54
H 0.09 -4.25 0.33
H 2.30 -4.58 1.47
H 3.22 -2.77 2.94
H 1.90 -0.71 3.36
H -1.88 2.13 1.40
H -4.35 2.31 1.29
C 4.89 0.77 3.01
C 5.40 1.96 3.70
N 6.66 2.44 3.54
C 7.65 1.86 2.65
C 6.84 3.62 4.27
C 5.62 3.91 4.92
C 5.53 5.10 5.63
C 6.66 5.92 5.76
C 7.88 5.57 5.15
C 7.97 4.42 4.35
C 4.69 2.83 4.57
C 3.35 2.68 4.96
C 2.82 3.28 6.12
C 1.51 3.82 6.25
C 0.41 3.83 5.28
N 1.42 4.42 7.46
C 0.24 5.12 7.93
C 2.59 4.25 8.20
C 3.49 3.52 7.39
C 4.75 3.22 7.90
C 5.09 3.68 9.18
C 4.19 4.45 9.95
C 2.90 4.74 9.47
H 4.06 0.39 3.60
H 4.49 1.02 2.01
H 5.66 -0.01 2.91
H 8.58 2.41 2.77
H 7.81 0.80 2.89
H 7.31 1.93 1.60
H 4.58 5.39 6.08
H 6.60 6.83 6.35
H 8.75 6.22 5.28
H 8.89 4.14 3.82
H 2.70 2.07 4.34
H 0.69 3.17 4.45
H -0.52 3.46 5.72
H 0.24 4.83 4.86
H 0.42 5.47 8.94
H 0.01 5.97 7.28
H -0.63 4.45 7.92
H 5.44 2.63 7.30
H 6.07 3.45 9.59
H 4.49 4.82 10.93
H 2.17 5.31 10.03

41
Properties=species:S:1:pos:R:3 method="wB97M-V/def2-TZVPD" total_charge=0 lumo_ev=0.00 smiles="O=C(NNC(=O)c1sc2cccc(Cl)c2c1Cl)NC1CCCCC1" orbital_gap_ev=8.372 e_above_lowest_ev=0.000 molar_mass_g_mol=386.304 largest_force_ev_per_a=0.88
O -0.92 1.66 2.11
C -0.87 2.03 0.96
N -2.00 2.51 0.29
N -3.24 2.23 0.83
C -3.63 0.99 1.26
O -4.60 0.85 1.96
C -2.85 -0.17 0.75
S -2.18 -0.22 -0.86
C -1.54 -1.81 -0.59
C -0.82 -2.56 -1.51
C -0.37 -3.80 -1.13
C -0.63 -4.29 0.15
C -1.35 -3.55 1.07
Cl -1.64 -4.21 2.63
C -1.83 -2.28 0.71
C -2.60 -1.31 1.45
Cl -3.12 -1.52 3.05
N 0.26 2.08 0.21
C 1.51 1.52 0.70
C 2.69 2.32 0.15
C 2.88 2.10 -1.35
C 3.02 0.62 -1.68
C 1.80 -0.15 -1.18
C 1.63 0.04 0.33
H -1.98 2.55 -0.72
H -3.69 2.99 1.33
H -0.63 -2.17 -2.50
H 0.19 -4.41 -1.82
H -0.27 -5.26 0.44
H 0.20 2.29 -0.77
H 1.47 1.61 1.79
H 2.55 3.38 0.36
H 3.59 1.99 0.67
H 3.78 2.64 -1.68
H 2.04 2.52 -1.90
H 3.14 0.48 -2.75
H 3.92 0.23 -1.19
H 1.92 -1.22 -1.40
H 0.91 0.19 -1.70
H 2.50 -0.38 0.84
H 0.75 -0.50 0.68

108
Properties=species:S:1:pos:R:3 method="wB97M-V/def2-TZVPD" total_charge=0 lumo_ev=0.29 smiles=COCCNCCOC.CC(C)O.CC(C)O.CC(C)O.CC(C)O.CC(C)O.CC(C)O.CO.CO orbital_gap_ev=8.447 molar_mass_g_mol=557.851 largest_force_ev_per_a=2.50
C -4.58 -0.38 -2.89
O -3.85 -1.16 -3.88
C -4.08 -0.72 -5.23
C -3.01 -1.32 -6.11
N -1.62 -0.95 -5.85
C -0.65 -1.25 -6.97
C 0.66 -0.39 -7.03
O 0.47 0.67 -7.93
C 1.59 1.55 -8.31
H -4.11 0.59 -2.75
H -4.52 -0.82 -1.89
H -5.58 -0.08 -3.18
H -4.10 0.37 -5.33
H -5.02 -1.12 -5.60
H -3.40 -0.98 -7.07
H -3.14 -2.40 -5.97
H -1.39 -0.29 -5.12
H -1.11 -1.11 -7.95
H -0.32 -2.29 -7.05
H 1.53 -0.89 -7.45
H 0.97 -0.04 -6.05
H 2.27 1.03 -8.98
H 2.17 1.92 -7.46
H 1.22 2.41 -8.87
C -0.89 8.42 5.11
C -1.42 7.16 4.42
C -1.40 7.30 2.95
O -0.67 6.05 4.74
H -1.16 8.38 6.17
H -1.38 9.31 4.71
H 0.17 8.66 5.10
H -2.44 7.02 4.78
H -0.42 7.69 2.69
H -2.19 7.97 2.59
H -1.49 6.32 2.50
H -1.28 5.31 4.68
C -4.72 0.57 8.16
C -5.01 0.40 6.65
C -6.47 0.86 6.28
O -4.22 1.19 5.82
H -3.68 0.52 8.49
H -5.25 -0.21 8.72
H -4.98 1.58 8.46
H -4.81 -0.61 6.28
H -6.90 0.52 5.34
H -6.58 1.94 6.43
H -7.17 0.48 7.02
H -4.37 0.91 4.91
C 5.10 4.47 2.63
C 4.40 3.21 2.36
C 4.49 2.21 3.55
O 3.07 3.45 1.99
H 5.30 5.05 1.73
H 6.08 4.35 3.10
H 4.50 5.05 3.33
H 4.84 2.82 1.44
H 3.58 1.61 3.59
H 5.00 2.52 4.46
H 5.18 1.38 3.37
H 2.56 3.83 2.71
C 5.87 -4.91 -3.70
C 4.42 -5.33 -3.42
C 3.74 -6.38 -4.42
O 4.44 -5.91 -2.07
H 6.52 -5.75 -3.48
H 6.22 -3.98 -3.25
H 5.94 -4.76 -4.77
H 3.84 -4.42 -3.30
H 4.43 -7.13 -4.80
H 3.32 -6.00 -5.36
H 3.01 -7.01 -3.91
H 5.08 -6.63 -2.09
C 0.21 5.84 -5.29
C 1.33 5.72 -4.17
C 1.42 6.95 -3.32
O 1.07 4.57 -3.43
H -0.03 4.97 -5.91
H 0.47 6.65 -5.97
H -0.70 6.14 -4.78
H 2.27 5.58 -4.71
H 0.46 7.41 -3.07
H 2.05 7.68 -3.83
H 1.85 6.80 -2.33
H 1.17 4.81 -2.51
C 2.58 -8.11 6.26
C 1.73 -6.86 6.35
C 0.28 -7.07 5.92
O 1.78 -6.29 7.64
H 2.17 -8.84 6.95
H 3.66 -8.05 6.41
H 2.47 -8.62 5.30
H 2.27 -6.23 5.64
H -0.02 -6.87 4.89
H -0.35 -6.51 6.61
H 0.07 -8.10 6.20
H 2.61 -5.84 7.81
C -3.48 -6.89 -1.11
O -4.75 -6.24 -1.25
H -3.56 -7.96 -0.91
H -2.78 -6.73 -1.92
H -2.92 -6.31 -0.37
H -4.59 -5.32 -1.46
C -0.17 -1.67 0.45
O -0.94 -0.51 0.54
H 0.63 -1.48 1.17
H -0.72 -2.55 0.78
H 0.16 -2.06 -0.52
H -0.34 0.14 0.16

117
Properties=species:S:1:pos:R:3 method="wB97M-V/def2-TZVPD" total_charge=-2 lumo_ev=3.94 orbital_gap_ev=6.066 e_above_lowest_ev=0.000 molar_mass_g_mol=834.508 largest_force_ev_per_a=1.15
Ca -1.22 0.94 -0.03
C 1.51 2.41 1.61
N 0.94 1.07 1.70
C 0.40 0.86 3.03
C 1.93 0.06 1.33
C 1.32 -1.29 0.99
N 0.27 -1.23 -0.03
C -0.69 -2.35 0.13
C -1.34 -2.52 1.48
C -1.25 -3.74 2.13
C -1.92 -4.01 3.31
C -2.72 -2.97 3.83
C -2.84 -1.73 3.24
C -2.11 -1.46 2.04
O -2.12 -0.30 1.48
C -3.77 -0.65 3.80
C -3.00 0.65 4.12
C -4.86 -0.33 2.76
C -4.47 -1.10 5.08
C -1.84 -5.34 4.06
C -0.95 -6.35 3.34
C -3.24 -5.95 4.20
C -1.26 -5.12 5.47
C 0.79 -1.31 -1.41
C 1.93 -0.41 -1.80
C 3.13 -0.97 -2.17
C 4.22 -0.20 -2.60
C 4.01 1.17 -2.65
C 2.82 1.81 -2.30
C 1.74 1.01 -1.81
O 0.64 1.50 -1.35
C 2.81 3.35 -2.44
C 3.85 3.95 -1.48
C 1.48 4.06 -2.15
C 3.19 3.72 -3.88
C 5.54 -0.88 -2.98
C 6.61 0.13 -3.40
C 6.09 -1.68 -1.79
C 5.31 -1.84 -4.15
H 2.34 2.54 2.32
H 0.73 3.14 1.82
H 1.87 2.57 0.59
H 1.19 0.95 3.80
H -0.06 -0.13 3.11
H -0.38 1.60 3.23
H 2.65 -0.09 2.16
H 2.50 0.45 0.49
H 0.86 -1.71 1.89
H 2.13 -1.98 0.70
H -0.18 -3.30 -0.13
H -1.47 -2.19 -0.62
H -0.63 -4.51 1.66
H -3.27 -3.16 4.74
H -2.58 1.09 3.22
H -2.19 0.45 4.83
H -3.69 1.37 4.58
H -4.43 0.04 1.83
H -5.54 0.43 3.15
H -5.44 -1.23 2.53
H -3.75 -1.34 5.88
H -5.10 -1.98 4.92
H -5.11 -0.29 5.44
H -1.33 -6.57 2.34
H -0.92 -7.29 3.90
H 0.07 -5.98 3.24
H -3.69 -6.11 3.22
H -3.91 -5.30 4.76
H -3.20 -6.92 4.72
H -0.26 -4.68 5.40
H -1.19 -6.07 6.01
H -1.88 -4.44 6.05
H -0.06 -1.13 -2.07
H 1.11 -2.35 -1.60
H 3.22 -2.06 -2.12
H 4.83 1.80 -2.98
H 3.60 3.72 -0.44
H 3.89 5.04 -1.59
H 4.85 3.55 -1.68
H 1.11 3.90 -1.14
H 0.69 3.72 -2.83
H 1.63 5.13 -2.32
H 4.18 3.34 -4.16
H 3.19 4.80 -4.00
H 2.46 3.30 -4.58
H 6.82 0.85 -2.60
H 6.30 0.70 -4.28
H 7.53 -0.39 -3.64
H 6.26 -1.02 -0.93
H 7.03 -2.16 -2.05
H 5.38 -2.45 -1.47
H 4.94 -1.30 -5.02
H 4.57 -2.60 -3.89
H 6.24 -2.35 -4.43
O -4.43 -1.32 -0.94
Cl -3.89 -0.09 -1.46
O -4.49 0.27 -2.71
O -2.42 -0.26 -1.66
O -4.03 0.99 -0.49
O -2.86 4.68 1.24
C -2.37 3.72 0.64
O -1.69 2.76 1.11
C -2.54 3.73 -0.89
C -3.25 4.82 -1.47
C -3.35 4.90 -2.82
C -2.74 3.90 -3.62
C -2.78 3.94 -5.03
C -2.15 2.97 -5.77
C -1.47 1.92 -5.11
C -1.43 1.86 -3.75
C -2.07 2.85 -2.97
N -1.99 2.77 -1.60
H -3.67 5.55 -0.79
H -3.89 5.71 -3.30
H -3.30 4.75 -5.52
H -2.18 3.01 -6.85
H -0.97 1.15 -5.69
H -0.90 1.07 -3.23

19
Properties=species:S:1:pos:R:3 method="wB97M-V/def2-TZVPD" total_charge=0 lumo_ev=0.33 orbital_gap_ev=7.996 e_above_lowest_ev=5.604 molar_mass_g_mol=152.157 largest_force_ev_per_a=4.77
C -2.30 -0.63 1.82
C -0.22 -0.84 2.32
C -1.60 -0.11 0.76
C -1.74 0.52 -0.49
C -0.54 0.68 -1.06
C 2.66 -0.41 -0.79
N -1.45 -1.13 2.76
N -0.28 -0.20 1.13
N 0.73 0.28 0.39
N -0.14 1.52 -2.11
O 1.62 -0.76 0.07
H -3.40 -0.69 1.88
H 0.77 -1.09 2.77
H -2.64 0.71 -0.86
H 2.46 0.51 -1.17
H 2.60 -1.13 -1.67
H 3.69 -0.60 -0.38
H 0.57 1.23 -2.75
H -0.79 2.10 -2.62

106
Properties=species:S:1:pos:R:3 method="wB97M-V/def2-TZVPD" total_charge=0 lumo_ev=-2.29 orbital_gap_ev=3.636 e_above_lowest_ev=0.000 molar_mass_g_mol=945.927 largest_force_ev_per_a=2.27
Ir 0.04 0.15 0.49
O -1.39 -1.75 -1.66
C -1.69 -2.09 -2.88
C 0.21 0.38 -3.20
O 0.71 -0.05 -4.15
O -0.30 0.78 -2.23
C -2.47 -1.16 -3.66
C -2.61 -1.33 -5.05
C -3.35 -0.42 -5.78
C -3.97 0.65 -5.13
C -3.84 0.82 -3.76
C -3.10 -0.08 -3.02
C -1.24 -3.39 -3.41
C 0.12 -3.67 -3.49
C 0.54 -4.90 -3.97
C -0.39 -5.85 -4.34
C -1.75 -5.58 -4.25
C -2.18 -4.34 -3.79
H -1.15 -2.58 -1.13
H -2.11 -2.16 -5.54
H -3.45 -0.54 -6.85
H -4.55 1.35 -5.71
H -4.33 1.65 -3.27
H -3.00 0.04 -1.94
H 0.84 -2.92 -3.20
H 1.60 -5.11 -4.05
H -0.06 -6.82 -4.71
H -2.48 -6.33 -4.53
H -3.24 -4.12 -3.70
C -2.74 2.17 2.84
C -3.16 0.77 2.43
C -3.10 0.57 0.91
C -2.43 -0.33 3.20
C -3.23 -1.16 3.98
C -2.69 -2.19 4.74
C -1.32 -2.40 4.71
C -0.47 -1.61 3.94
C 1.00 -1.99 4.00
C 1.74 -1.29 5.15
C 1.82 -1.92 2.71
C -1.05 -0.57 3.20
N -0.15 0.29 2.44
C 0.53 1.12 3.18
C 1.59 1.98 2.78
C 2.23 2.68 3.83
C 3.31 3.49 3.62
C 3.80 3.61 2.31
C 3.20 2.97 1.26
C 2.05 2.13 1.44
N 1.45 1.53 0.39
C 1.90 1.95 -0.91
C 2.87 1.21 -1.59
C 3.34 1.69 -2.81
C 2.87 2.87 -3.36
C 1.89 3.58 -2.68
C 1.39 3.15 -1.45
C 0.34 4.08 -0.83
C -0.90 3.42 -0.25
C 0.93 5.07 0.17
C 3.50 -0.10 -1.12
C 2.57 -1.31 -1.17
C 4.20 -0.01 0.24
H -3.35 2.92 2.33
H -1.70 2.38 2.58
H -2.85 2.32 3.92
H -4.21 0.66 2.73
H -2.06 0.76 0.60
H -3.75 1.28 0.39
H -3.38 -0.45 0.64
H -4.30 -1.00 3.99
H -3.33 -2.83 5.33
H -0.90 -3.22 5.28
H 0.97 -3.05 4.27
H 2.01 -0.26 4.88
H 2.67 -1.81 5.37
H 1.14 -1.26 6.06
H 2.10 -0.90 2.45
H 1.29 -2.36 1.87
H 2.75 -2.49 2.86
H 0.28 1.13 4.24
H 1.84 2.55 4.83
H 3.79 4.01 4.44
H 4.66 4.23 2.11
H 3.60 3.10 0.27
H 4.10 1.13 -3.34
H 3.24 3.22 -4.31
H 1.50 4.49 -3.11
H 0.00 4.68 -1.68
H -0.68 2.90 0.68
H -1.36 2.71 -0.93
H -1.64 4.20 -0.03
H 1.15 4.60 1.13
H 0.21 5.87 0.35
H 1.86 5.52 -0.20
H 4.28 -0.30 -1.86
H 1.74 -1.23 -0.45
H 3.13 -2.22 -0.93
H 2.15 -1.43 -2.17
H 3.48 0.05 1.06
H 4.85 0.87 0.30
H 4.81 -0.90 0.40
F -3.10 -2.78 0.77
B -1.80 -3.21 0.92
F -0.92 -2.07 1.03
F -1.61 -4.08 1.96
F -1.38 -3.82 -0.34